[1]
95
Properties=species:S:1:pos:R:3 method="wB97M-V/def2-TZVPD" max_force_ev_per_a=1.78 energy_ha=-3421.5730 homo_ev=-1.70 orbital_gap_ev=5.31 charge=-2
In 0.51806 -1.24998 -0.69588
C 3.58997 -0.56485 -2.38710
C 2.83300 -0.14731 -3.51278
C 1.87400 -1.13010 -3.81128
C 1.99690 -2.15697 -2.86034
C 3.08693 -1.79042 -1.95924
C 3.73407 -2.77114 -1.02687
C 1.39617 -3.52968 -2.94223
C 0.88366 -1.13369 -4.93950
C 2.98769 1.16252 -4.22688
C 4.70856 0.19091 -1.72275
H 2.98802 -3.41370 -0.55444
H 4.30606 -2.26592 -0.24690
H 4.42107 -3.42464 -1.58011
H 1.04457 -3.87045 -1.96530
H 2.13829 -4.25294 -3.30636
H 0.54385 -3.52704 -3.61962
H -0.13234 -1.22591 -4.55336
H 1.05686 -1.97984 -5.61315
H 0.94157 -0.21561 -5.52511
H 2.33680 1.92114 -3.77807
H 2.70849 1.06786 -5.27701
H 4.01499 1.52923 -4.17952
H 4.53040 0.28186 -0.64624
H 4.79536 1.19539 -2.13753
H 5.67091 -0.31645 -1.85516
F -3.71228 1.82060 4.68926
C -3.49371 1.88037 3.35813
C -2.34585 1.35204 2.79368
F -1.42589 0.78846 3.59438
C -2.12859 1.45194 1.43792
F -0.99241 0.90971 0.94717
C -3.00307 2.12311 0.55303
S -2.64365 2.36622 -1.08565
C -4.17213 2.61815 1.17520
F -5.09285 3.25229 0.42974
C -4.40992 2.50341 2.52575
F -5.53887 3.01584 3.06448
C 3.62393 3.88599 1.16405
N 3.17726 4.39977 -0.12553
C 2.08832 5.34153 0.11207
N 0.98339 4.77701 0.86751
C 1.49129 4.24546 2.12377
N 2.56815 3.27691 1.95750
C 2.07974 2.04654 1.33755
P 1.32683 2.26472 -0.36851
C 2.75389 3.31330 -1.01045
C 0.27774 3.74762 0.10478
H 4.03343 4.72696 1.73510
H 4.41777 3.15219 1.00061
H 1.71619 5.70183 -0.85029
H 2.49446 6.18658 0.68037
H 0.66995 3.77325 2.66700
H 1.87772 5.08194 2.71699
H 1.33028 1.59784 1.99463
H 2.91688 1.34572 1.25705
H 2.45754 3.74465 -1.97111
H 3.61263 2.66013 -1.18633
H -0.57532 3.40866 0.69143
H -0.12488 4.18832 -0.80886
C -2.40168 -3.66588 2.06375
C -1.07585 -3.49973 2.74720
C -0.83234 -4.03859 3.99013
C 0.37471 -3.84054 4.65779
C 1.35088 -3.07999 4.03376
C 1.17813 -2.55598 2.76355
C 2.26810 -1.75012 2.12465
C -0.04311 -2.76731 2.04967
N -0.35333 -2.40760 0.81285
H -3.08147 -4.26667 2.67170
H -2.28092 -4.13052 1.08284
H -2.84916 -2.68568 1.89032
H -1.61980 -4.61898 4.46369
H 0.53712 -4.25465 5.64536
H 2.28696 -2.88590 4.55041
H 3.16752 -1.75964 2.74159
H 1.95532 -0.70985 1.97486
H 2.51413 -2.15187 1.13847
O -2.25007 -1.81976 -3.96345
C -2.12472 -1.68219 -2.74751
O -1.01088 -1.79713 -2.12021
C -3.37244 -1.41721 -1.92230
C -4.60739 -1.45777 -2.55251
C -5.79465 -1.25190 -1.85128
C -5.68020 -1.01087 -0.50502
O -6.68797 -0.80173 0.41422
C -6.03743 -0.70660 1.67037
O -4.64198 -0.73675 1.47823
C -4.44929 -0.97294 0.12990
C -3.27615 -1.17009 -0.54985
H -4.62708 -1.66298 -3.61372
H -6.76208 -1.27073 -2.33466
H -6.33723 -1.55984 2.29954
H -6.33051 0.22439 2.16950
H -2.31697 -1.16768 -0.05349


[2]
88
Properties=species:S:1:pos:R:3 method="wB97M-V/def2-TZVPD" spin_multiplicity=3 max_force_ev_per_a=3.42 energy_ha=-2684.8582 homo_ev="-7.42 / -11.17" orbital_gap_ev="5.23 / 6.47" s_squared=2.022 charge=+1
Pt -0.21419 0.56087 -0.21120
C -1.79429 -5.86083 -1.83451
O -1.81465 -5.69356 -0.42922
C -1.46072 -4.47083 0.12323
C -1.56184 -4.44065 1.55626
C -1.18170 -3.37022 2.33815
C -0.60947 -2.26108 1.67995
C -0.26618 -1.04617 2.36426
C -0.20483 -0.92741 3.81129
O -0.23574 0.10284 1.76861
C -0.46714 -2.25494 0.22701
O 0.37479 -1.44896 -0.28814
C -1.06966 -3.34272 -0.54207
H -2.40814 -6.71047 -2.17455
H -0.81718 -6.15728 -2.24696
H -2.07055 -4.95096 -2.31068
H -1.90759 -5.36826 2.01495
H -1.27396 -3.37648 3.43432
H -0.76411 0.00911 4.17250
H 0.89794 -0.91573 4.02952
H -0.68052 -1.82689 4.33682
H -1.18849 -3.17904 -1.59145
C -1.45312 3.34045 -2.36355
C -0.50625 2.49515 -3.15984
P -0.11006 0.82401 -2.52543
C -1.35109 -0.18980 -3.32575
C -1.06815 -0.96162 -4.49777
C -1.99057 -1.86061 -4.99716
C -3.24825 -1.97673 -4.48376
C -3.60576 -1.09786 -3.44371
C -2.61339 -0.29828 -2.79688
C 1.41053 0.15200 -3.15644
C 1.69050 -1.21204 -3.07208
C 2.98999 -1.68818 -3.29696
C 4.04269 -0.82726 -3.59289
C 3.71134 0.52386 -3.80240
C 2.44141 1.00417 -3.51055
C -0.93516 3.88171 -1.04280
P -0.66310 2.67917 0.32077
C -2.32532 2.73701 1.05512
C -2.38224 2.37882 2.39545
C -3.54284 2.50603 3.13145
C -4.66662 3.08818 2.54514
C -4.66578 3.38584 1.19008
C -3.48530 3.25929 0.43419
C 0.44230 3.46362 1.46976
C 1.54832 2.79555 1.96063
C 2.57189 3.45595 2.60505
C 2.53683 4.82691 2.76181
C 1.44224 5.48662 2.26611
C 0.31707 4.81613 1.77972
H -2.47808 2.82509 -2.27196
H -1.71890 4.16216 -3.02831
H 0.37521 3.07909 -3.24169
H -0.82499 2.39807 -4.21521
H -0.12259 -0.88649 -5.09789
H -1.60259 -2.44385 -5.85183
H -3.88565 -2.73170 -4.87798
H -4.57063 -1.20075 -2.93335
H -2.86847 0.32519 -1.95002
H 0.83811 -1.89195 -2.84996
H 3.13909 -2.73040 -3.21043
H 5.04968 -1.20086 -3.78069
H 4.39173 1.24795 -4.17326
H 2.28948 2.08572 -3.55072
H -1.61200 4.68565 -0.67826
H 0.04339 4.33172 -1.17457
H -1.46082 2.09837 2.97378
H -3.60442 2.16543 4.15531
H -5.52165 3.31296 3.18514
H -5.53474 3.67494 0.66372
H -3.55101 3.56462 -0.62051
H 1.60409 1.70981 1.75761
H 3.48044 2.91595 2.93321
H 3.40187 5.34557 3.25675
H 1.43867 6.59439 2.29467
H -0.59345 5.33939 1.51375
C 4.72493 -3.64227 2.32022
N 4.83873 -2.64024 3.40908
C 3.79264 -2.05004 3.97312
N 4.17307 -1.25494 5.13410
O 2.65117 -2.21491 3.57842
H 3.96443 -3.25213 1.67001
H 4.27486 -4.52072 2.77198
H 5.61048 -3.79066 1.73346
H 5.79563 -2.52590 3.75744
H 4.93198 -1.68624 5.63949
H 3.32640 -1.25649 5.70991


[3]
96
Properties=species:S:1:pos:R:3 method="wB97M-V/def2-TZVPD" max_force_ev_per_a=1.30 energy_ha=-2914.6239 homo_ev=-10.66 orbital_gap_ev=7.30 charge=+1
C -1.41002 -7.48468 -2.63656
C -0.09071 -7.67491 -2.80575
C 0.94284 -6.89364 -1.99406
P 0.74994 -5.11853 -2.27111
C 0.96976 -4.11990 -0.77452
C -0.19095 -3.12589 -0.59263
O -0.43376 -2.63629 0.46338
C 1.86247 -4.60059 -3.58282
C 1.15106 -4.80277 -4.94780
C 0.02636 -3.76771 -5.19520
H -1.82809 -7.27993 -1.65328
H -2.07352 -7.53709 -3.49285
H 0.28623 -8.44206 -3.47518
H 0.90672 -7.14655 -0.92969
H 1.93788 -7.15951 -2.35527
H -0.52804 -4.84903 -2.75286
H 1.86456 -3.49857 -0.85406
H 0.99085 -4.72773 0.12982
H -0.77556 -2.88420 -1.50062
H 2.76737 -5.20740 -3.55484
H 2.06893 -3.53274 -3.48310
H 1.90530 -4.68725 -5.72139
H 0.70984 -5.80128 -4.97996
H 0.01873 -3.49354 -6.24480
H -0.93326 -4.18847 -4.89092
H 0.21183 -2.88863 -4.57591
C -2.21859 -0.28337 1.55645
C -1.40596 0.71584 2.07856
C -1.77390 2.04640 1.95975
C -2.96070 2.35139 1.31930
C -3.78366 1.37520 0.79001
C -3.40373 0.04740 0.91111
N -3.36402 3.76353 1.21151
O -2.60537 4.59486 1.66763
O -4.42793 4.00879 0.68298
H -1.92916 -1.31651 1.65823
H -0.48424 0.45755 2.58334
H -1.15024 2.83050 2.36358
H -4.70420 1.64330 0.29325
H -4.03634 -0.72948 0.50373
C -6.45107 4.77857 4.89366
C -5.32968 4.81363 4.07415
C -4.06274 4.81881 4.63529
C -3.94489 4.78562 6.01211
C -5.04753 4.75669 6.84577
C -6.31003 4.75404 6.27536
N -2.60083 4.76753 6.60580
O -1.64557 4.81143 5.85599
O -2.51529 4.70785 7.81706
H -7.43936 4.77173 4.45345
H -5.44139 4.83840 2.99852
H -3.18635 4.85246 4.00618
H -4.92749 4.73545 7.91849
H -7.18462 4.73083 6.91036
C 1.31448 1.94166 -0.63048
C 2.43181 2.26666 -1.38822
C 2.75737 1.51710 -2.50794
C 1.94807 0.44934 -2.84751
C 0.83291 0.10704 -2.10177
C 0.51632 0.86035 -0.98510
N 2.27086 -0.33750 -4.04546
O 3.24563 -0.03522 -4.68731
O 1.52132 -1.26657 -4.33011
H 1.06152 2.53543 0.23784
H 3.04970 3.10866 -1.11000
H 3.62347 1.76453 -3.10351
H 0.21318 -0.72779 -2.39345
H -0.35577 0.61035 -0.39587
C 0.26037 7.33915 7.82477
C 0.99668 8.49975 8.02779
C 0.95085 9.14738 9.25160
C 0.16463 8.61321 10.25538
C -0.57977 7.46309 10.07135
C -0.53072 6.82142 8.84291
N 0.12761 9.28664 11.56546
O 0.77499 10.30549 11.69347
O -0.54687 8.78132 12.43917
H 0.30122 6.83208 6.86920
H 1.61017 8.90091 7.23258
H 1.51861 10.04991 9.42041
H -1.18835 7.07079 10.87230
H -1.10617 5.91779 8.67477
C 5.82027 -4.45519 -9.65931
C 4.77647 -4.22794 -8.77139
C 3.99659 -5.28543 -8.33405
C 4.27920 -6.55851 -8.79314
C 5.30882 -6.80442 -9.68183
C 6.08265 -5.73979 -10.11562
N 3.46673 -7.69083 -8.31787
O 2.55243 -7.45699 -7.54564
O 3.75354 -8.79546 -8.71954
H 6.43048 -3.62824 -9.99665
H 4.57109 -3.22620 -8.41954
H 3.18084 -5.12019 -7.64746
H 5.50681 -7.80690 -10.03009
H 6.89295 -5.91442 -10.80934